{"formula": "C3H14O4S", "method": "ωB97M-V/def2-TZVPD", "species": ["C", "O", "C", "C", "S", "H", "H", "H", "H", "H", "H", "H", "H", "H", "H", "O", "H", "H", "O", "H", "H", "O"], "xyz": [[-0.4011, -1.7438, -0.5241], [0.4236, -2.7987, -0.0782], [0.3529, -0.7654, -1.4628], [-0.2948, 0.6785, -1.4207], [-2.2240, 0.4680, -1.4650], [-1.2249, -2.2905, -1.0637], [-0.9085, -1.2172, 0.3430], [1.0716, -2.4247, 0.5755], [1.3477, -0.7249, -0.9503], [0.6248, -1.1207, -2.4825], [0.0687, 0.9904, -2.4912], [0.2419, 1.2763, -0.7388], [-2.8385, 1.6631, -1.2701], [0.9605, 2.3145, 1.2157], [0.1966, 3.1780, 2.1529], [0.5936, 3.3047, 1.3325], [0.5598, -0.6673, 3.1753], [-0.5824, 0.0493, 2.3348], [-0.2425, 0.0386, 3.2236], [2.9065, 0.6813, 0.6545], [3.3227, -0.5019, -0.0520], [3.2123, -0.2583, 0.8325]], "forces_ev_per_angstrom": [[-1.23, -0.64, -0.71], [1.08, 0.27, 1.09], [0.01, 0.12, 1.83], [0.24, -1.72, -4.70], [1.29, 0.06, 0.17], [0.57, 0.73, 0.41], [0.79, -0.30, -0.97], [-0.70, -0.36, -0.85], [-0.65, 0.56, -0.42], [-0.92, -0.02, 0.66], [-1.18, 0.38, 1.92], [-0.31, 0.93, 1.44], [0.90, -0.03, -0.01], [-0.61, 2.55, -0.09], [-1.34, -0.03, 2.53], [1.99, -2.50, -2.45], [-2.64, 2.53, -0.05], [-0.10, 0.04, -0.84], [2.78, -2.43, 0.89], [0.03, -0.62, 0.80], [0.55, -1.20, -2.44], [-0.56, 1.68, 1.79]], "nbo_charge": [-0.08, -0.75, -0.51, -0.52, -0.15, 0.17, 0.16, 0.47, 0.20, 0.20, 0.20, 0.20, 0.14, 0.35, 0.45, -1.04, 0.44, 0.45, -1.01, 0.32, 0.43, -1.12], "gap_ev": [2.756, 9.018], "e_above_lowest_kj_mol": 141.49, "molar_mass_g_mol": 146.21, "charge": -1, "s_squared": 0.75, "multiplicity": 2}